(1)
{"formula": "C4H16IN8O4", "method": "ωB97M-V/def2-TZVPD", "e_above_lowest_kj_mol": 39.7, "total_charge": -1, "lumo_energy_ha": 0.0977, "homo_energy_ev": -6.12, "gap_ha": 0.3228, "spin_multiplicity": 1, "symbols": ["I", "C", "O", "N", "N", "H", "H", "H", "H", "C", "O", "N", "N", "H", "H", "H", "H", "C", "O", "N", "N", "H", "H", "H", "H", "C", "O", "N", "N", "H", "H", "H", "H"], "positions_angstrom": [[0.74, -1.07, 1.03], [-1.08, 2.11, 3.92], [-1.19, 2.98, 4.75], [-0.27, 2.24, 2.86], [-1.83, 0.90, 3.88], [0.37, 3.03, 2.86], [-0.03, 1.59, 2.14], [-2.16, 0.62, 4.82], [-1.31, 0.17, 3.44], [1.30, -3.82, -2.69], [1.35, -4.75, -3.49], [2.13, -2.73, -2.65], [0.21, -3.70, -1.80], [1.90, -1.87, -2.14], [2.56, -2.74, -3.51], [-0.23, -4.60, -1.69], [0.44, -3.20, -0.95], [-2.94, 0.10, -1.01], [-3.76, 0.74, -1.66], [-2.17, -0.84, -1.64], [-2.69, 0.25, 0.32], [-2.29, -0.95, -2.63], [-1.39, -1.22, -1.16], [-3.19, 0.99, 0.83], [-1.90, -0.16, 0.81], [2.45, 2.51, -0.57], [3.09, 3.54, -0.55], [3.07, 1.29, -0.93], [1.08, 2.30, -0.45], [4.01, 1.41, -0.48], [2.56, 0.55, -0.42], [0.77, 1.35, -0.49], [0.42, 2.98, -0.78]]}

---

(2)
{"formula": "C8H19N2O2", "method": "ωB97M-V/def2-TZVPD", "e_above_lowest_kj_mol": 430.8, "total_charge": 1, "lumo_energy_ha": -0.1424, "homo_energy_ev": -12.89, "gap_ha": 0.3314, "spin_multiplicity": 1, "symbols": ["C", "C", "C", "C", "C", "C", "C", "C", "N", "N", "O", "O", "H", "H", "H", "H", "H", "H", "H", "H", "H", "H", "H", "H", "H", "H", "H", "H", "H", "H", "H"], "positions_angstrom": [[0.60, 0.11, 1.59], [-0.50, 0.38, 0.47], [1.91, -0.84, -0.07], [1.37, 1.23, 2.19], [2.04, -2.01, -0.95], [-2.52, 0.48, 1.78], [0.56, 1.22, -1.70], [-1.65, -0.62, -2.23], [-1.82, -0.32, 0.70], [0.10, 0.12, -0.79], [1.34, -1.01, 1.13], [-0.48, -0.93, -1.50], [0.12, -0.35, 2.44], [-0.72, 1.44, 0.48], [2.23, 0.08, -0.53], [2.11, 1.61, 1.45], [1.99, 0.79, 3.06], [0.55, 1.94, 2.44], [2.64, -1.67, -1.88], [1.12, -2.46, -1.34], [2.52, -2.76, -0.38], [-2.42, 1.56, 1.46], [-3.51, 0.09, 1.81], [-1.95, 0.47, 2.67], [0.68, 0.70, -2.73], [-0.14, 1.97, -1.73], [1.43, 1.61, -1.34], [-1.47, 0.34, -2.81], [-2.62, -0.39, -1.76], [-1.74, -1.49, -2.78], [-1.76, -1.28, 0.85]]}

---

(3)
{"formula": "C4H16NO3", "method": "ωB97M-V/def2-TZVPD", "e_above_lowest_kj_mol": 2.7, "total_charge": 2, "lumo_energy_ha": [-0.3203, -0.4509], "homo_energy_ev": [-18.17, -18.17], "gap_ha": [0.3474, 0.2168], "spin_multiplicity": 2, "symbols": ["C", "C", "C", "C", "N", "H", "H", "H", "H", "H", "H", "H", "H", "H", "H", "H", "H", "O", "H", "H", "O", "H", "H", "O"], "positions_angstrom": [[0.10, 0.08, -0.92], [-0.12, 1.59, -0.72], [-0.74, 2.22, -1.90], [-0.34, 3.49, -2.37], [0.15, -0.71, 0.37], [-0.71, -0.35, -1.50], [0.97, -0.15, -1.53], [-0.78, 1.78, 0.15], [0.87, 2.00, -0.53], [-1.53, 1.65, -2.38], [-0.67, 3.90, -3.32], [0.35, 4.07, -1.78], [0.05, -0.06, 1.16], [-0.63, -1.37, 0.42], [1.08, -1.17, 0.41], [2.54, -2.85, 0.64], [3.36, -1.99, -0.39], [2.59, -2.00, 0.19], [-1.76, -3.22, 2.04], [-1.62, -3.84, 0.62], [-1.46, -3.04, 1.14], [-0.55, -0.72, 3.74], [-0.74, 0.77, 3.40], [-0.42, -0.06, 3.04]]}

---

(4)
{"formula": "C7H12N3O", "method": "ωB97M-V/def2-TZVPD", "e_above_lowest_kj_mol": 21.0, "total_charge": 1, "lumo_energy_ha": -0.1183, "smiles": "CC(C)c1[nH+]ccn1C(N)=O", "homo_energy_ev": -13.90, "gap_ha": 0.3923, "spin_multiplicity": 1, "symbols": ["C", "C", "C", "C", "C", "C", "C", "N", "N", "N", "O", "H", "H", "H", "H", "H", "H", "H", "H", "H", "H", "H", "H"], "positions_angstrom": [[1.57, -1.52, -0.17], [0.54, -2.35, -0.34], [-0.30, -0.38, 0.09], [2.06, 0.93, -0.05], [-2.51, 0.20, 0.75], [-1.31, 1.54, -0.98], [-1.20, 0.75, 0.32], [1.10, -0.27, -0.01], [-0.59, -1.62, -0.22], [3.23, 0.58, 0.48], [1.63, 1.92, -0.50], [2.58, -1.78, -0.12], [0.54, -3.48, -0.32], [-2.93, -0.46, -0.02], [-3.25, 0.88, 1.07], [-2.42, -0.30, 1.69], [-1.67, 0.86, -1.68], [-0.35, 1.82, -1.19], [-1.92, 2.44, -0.90], [-0.85, 1.38, 1.18], [-1.54, -2.08, -0.16], [3.52, -0.32, 0.74], [4.07, 1.25, 0.35]]}

---

(5)
{"formula": "C19H58AgF2N7O14S2", "method": "ωB97M-V/def2-TZVPD", "e_above_lowest_kj_mol": 0.0, "total_charge": 1, "lumo_energy_ha": [-0.0994, -0.2553], "homo_energy_ev": [-11.81, -11.81], "gap_ha": [0.3347, 0.1788], "spin_multiplicity": 2, "symbols": ["Ag", "N", "S", "O", "O", "F", "S", "O", "O", "F", "C", "C", "O", "H", "H", "H", "H", "H", "H", "C", "C", "O", "H", "H", "H", "H", "H", "H", "C", "C", "O", "H", "H", "H", "H", "H", "H", "C", "C", "O", "H", "H", "H", "H", "H", "H", "C", "C", "O", "H", "H", "H", "H", "H", "H", "C", "O", "N", "N", "H", "H", "H", "H", "C", "O", "N", "N", "H", "H", "H", "H", "C", "O", "N", "N", "H", "H", "H", "H", "C", "C", "C", "O", "H", "H", "H", "H", "H", "H", "H", "H", "C", "C", "C", "O", "H", "H", "H", "H", "H", "H", "H", "H"], "positions_angstrom": [[1.85, -0.03, 1.64], [0.18, -0.11, 0.27], [-1.35, -0.50, 0.40], [-1.69, -1.83, 0.03], [-2.21, 0.57, 0.06], [-1.43, -0.52, 1.98], [0.31, 0.25, -1.35], [-0.03, 1.58, -1.71], [0.04, -0.82, -2.23], [1.89, 0.33, -1.30], [1.06, -4.00, -1.19], [1.88, -5.10, -1.86], [3.10, -5.16, -1.11], [0.05, -3.95, -1.58], [1.51, -3.04, -1.46], [1.07, -4.14, -0.11], [2.11, -4.82, -2.89], [1.32, -6.03, -1.75], [3.78, -5.57, -1.65], [-4.96, 2.22, -0.76], [-6.12, 3.10, -1.20], [-7.34, 2.38, -1.13], [-4.02, 2.79, -0.72], [-4.84, 1.35, -1.39], [-5.07, 1.87, 0.27], [-5.96, 3.45, -2.22], [-6.17, 3.95, -0.51], [-7.86, 2.71, -0.40], [-1.36, 4.28, -3.86], [-1.85, 4.88, -2.56], [-0.99, 4.58, -1.46], [-2.00, 4.57, -4.69], [-1.34, 3.19, -3.83], [-0.35, 4.67, -4.03], [-2.88, 4.57, -2.34], [-1.88, 5.97, -2.63], [-0.82, 3.63, -1.45], [-6.29, -1.47, 1.00], [-4.79, -1.59, 0.84], [-4.24, -2.40, 1.94], [-6.68, -1.21, 0.00], [-6.56, -0.61, 1.60], [-6.75, -2.41, 1.28], [-4.30, -0.62, 0.95], [-4.41, -2.01, -0.08], [-3.90, -3.21, 1.54], [-1.41, 4.70, 2.27], [-1.36, 3.37, 1.55], [-0.25, 2.56, 1.95], [-1.48, 4.59, 3.35], [-2.20, 5.34, 1.89], [-0.45, 5.19, 2.06], [-1.28, 3.51, 0.47], [-2.31, 2.81, 1.61], [-0.34, 2.35, 2.89], [4.56, -1.85, 0.69], [3.55, -1.12, 0.62], [5.76, -1.32, 1.06], [4.59, -3.16, 0.39], [6.59, -1.89, 1.00], [5.83, -0.36, 1.33], [5.41, -3.71, 0.60], [3.79, -3.73, 0.14], [-2.66, -2.62, 5.20], [-2.10, -2.50, 6.27], [-2.86, -3.87, 4.62], [-3.03, -1.57, 4.41], [-2.49, -4.67, 5.10], [-3.54, -3.97, 3.89], [-2.96, -0.64, 4.78], [-3.47, -1.73, 3.51], [0.56, -2.76, 2.94], [1.27, -1.77, 2.64], [-0.30, -3.34, 2.08], [0.68, -3.28, 4.19], [-0.78, -4.18, 2.34], [-0.60, -2.81, 1.27], [1.53, -3.03, 4.67], [0.08, -4.01, 4.54], [4.41, -1.53, -2.91], [4.38, -1.28, -4.40], [3.37, -0.20, -4.77], [5.68, -0.90, -4.83], [3.43, -1.84, -2.53], [4.83, -0.70, -2.34], [5.04, -2.38, -2.62], [4.10, -2.21, -4.92], [3.67, 0.76, -4.34], [2.36, -0.43, -4.41], [3.33, -0.11, -5.86], [5.63, -0.07, -5.30], [3.27, 4.13, 0.62], [3.17, 2.69, 0.13], [4.49, 1.96, 0.12], [2.24, 1.99, 1.02], [3.87, 4.14, 1.54], [2.27, 4.52, 0.81], [3.81, 4.72, -0.11], [2.74, 2.68, -0.88], [5.23, 2.56, -0.40], [4.40, 0.96, -0.31], [4.89, 1.88, 1.14], [1.36, 2.40, 0.88]]}

---

(6)
{"formula": "C3H6N2O", "method": "ωB97M-V/def2-TZVPD", "e_above_lowest_kj_mol": 132.0, "total_charge": 0, "lumo_energy_ha": 0.0075, "smiles": "[H]/N=C(/C=O)NC", "homo_energy_ev": -9.55, "gap_ha": 0.3585, "spin_multiplicity": 1, "symbols": ["C", "N", "C", "N", "C", "O", "H", "H", "H", "H", "H", "H"], "positions_angstrom": [[1.58, -0.56, 0.06], [0.56, 0.45, -0.13], [-0.75, 0.08, -0.28], [-1.24, -0.91, -0.93], [-1.73, 0.96, 0.45], [-1.40, 1.97, 1.02], [1.19, -1.41, 0.64], [2.41, -0.12, 0.61], [1.98, -0.94, -0.89], [0.66, 1.30, 0.42], [-0.51, -1.41, -1.43], [-2.77, 0.57, 0.45]]}